Record 1
C4H9NOS | wB97M-V/def2-TZVPD

```
16
C4H9NOS | OMol25 | wB97M-V/def2-TZVPD
C -0.19 -0.85 0.13
C 0.85 0.27 -0.06
C 0.76 1.42 0.93
S 0.82 1.04 2.70
C -1.47 -0.68 -0.68
N -1.27 -0.59 -2.07
O -2.55 -0.96 -0.22
H 0.32 -1.73 -0.26
H -0.41 -1.00 1.18
H 0.89 0.72 -1.06
H 1.83 -0.18 0.09
H -0.21 1.92 0.80
H 1.53 2.17 0.78
H 1.61 -0.03 2.64
H -2.14 -0.62 -2.58
H -0.36 -0.92 -2.32
```

Results
- SMILES: NC(=O)CCCS
- E_LUMO: 0.6975 eV
- Spin multiplicity: 1
- Calculated total energy: -18666.810 eV
- Total charge: 0
- ΔE to the lowest compared entry with this formula, charge and spin: 16.5 kcal per mole
- E_HOMO: -9.1353 eV

---

Record 2
C4H8O2 | wB97M-V/def2-TZVPD

```
14
C4H8O2 | OMol25 | wB97M-V/def2-TZVPD
O 1.61 0.92 0.35
C 1.29 -0.19 -0.49
C 0.26 -1.18 0.14
C -0.85 -0.25 0.73
C -1.29 1.10 -0.27
O -1.35 0.92 -1.46
H 0.88 1.56 0.27
H 2.23 -0.67 -0.71
H 0.81 0.20 -1.39
H 0.76 -1.84 0.88
H -0.16 -1.89 -0.59
H -1.84 -0.69 0.69
H -0.58 -0.08 1.79
H -1.77 2.08 0.06
```

Results
- SMILES: O=CCCCO
- E_LUMO: 0.6711 eV
- Spin multiplicity: 1
- Calculated total energy: -8370.908 eV
- Total charge: 0
- ΔE to the lowest compared entry with this formula, charge and spin: 54.7 kcal per mole
- E_HOMO: -9.8328 eV

---

Record 3
C25H69N7O27P4 | wB97M-V/def2-TZVPD

```
132
C25H69N7O27P4 | OMol25 | wB97M-V/def2-TZVPD
C 2.55 2.94 -1.21
N 3.14 2.29 0.02
O 3.35 1.12 -0.02
O 3.48 3.04 0.93
H 2.19 3.88 -0.82
H 1.77 2.26 -1.58
H 3.48 2.96 -1.78
C -0.66 4.78 0.67
N -1.93 4.94 1.51
O -2.47 3.88 1.82
O -2.36 6.05 1.74
H -0.98 4.15 -0.17
H 0.10 4.27 1.27
H -0.36 5.76 0.25
C 4.21 -1.50 1.84
N 4.84 -1.22 3.17
O 6.05 -1.35 3.30
O 4.10 -0.81 4.03
H 5.03 -1.85 1.20
H 3.84 -0.56 1.43
H 3.46 -2.26 2.11
C 1.77 2.26 4.01
N 1.85 2.68 5.43
O 2.72 3.46 5.66
O 1.09 2.13 6.18
H 0.78 1.88 3.89
H 2.55 1.55 3.74
H 2.11 3.09 3.40
C -3.10 3.37 -5.65
O -2.55 3.99 -4.56
P -3.36 4.12 -3.22
O -2.56 4.72 -2.13
O -4.61 4.97 -3.63
C -4.40 6.38 -3.69
O -4.07 2.78 -3.01
C -3.52 2.01 -1.91
H -3.18 2.33 -5.42
H -2.52 3.57 -6.53
H -4.09 3.78 -5.77
H -3.53 6.55 -4.37
H -4.11 6.86 -2.76
H -5.26 6.80 -4.20
H -4.22 1.19 -1.68
H -3.42 2.66 -1.01
H -2.53 1.68 -2.15
C -3.48 -2.02 4.29
O -3.29 -0.66 4.51
P -2.74 -0.06 5.90
O -3.32 -0.54 7.15
O -1.15 -0.30 5.68
C -0.39 -0.80 6.77
O -3.01 1.47 5.70
C -2.29 2.17 4.67
H -3.36 -2.61 5.19
H -2.80 -2.40 3.50
H -4.51 -2.11 3.94
H 0.00 -1.74 6.40
H -1.00 -1.01 7.63
H 0.48 -0.20 6.99
H -1.32 2.48 5.03
H -2.90 3.00 4.33
H -2.04 1.54 3.78
C 1.12 -4.43 -0.54
O -0.05 -5.27 -0.41
P -1.45 -4.60 -0.09
O -1.46 -3.55 0.94
O -2.01 -4.08 -1.52
C -1.88 -5.00 -2.62
O -2.36 -5.88 0.21
C -2.53 -6.21 1.60
H 1.30 -4.53 -1.62
H 1.95 -4.74 0.07
H 0.90 -3.43 -0.23
H -2.21 -4.43 -3.50
H -2.49 -5.92 -2.56
H -0.81 -5.19 -2.65
H -1.76 -6.89 1.93
H -3.49 -6.71 1.77
H -2.35 -5.32 2.19
C 3.82 -0.32 -2.64
O 4.50 0.70 -3.30
P 4.12 1.12 -4.74
O 3.08 0.26 -5.35
O 3.72 2.58 -4.57
C 3.59 3.45 -5.70
O 5.48 1.24 -5.51
C 6.03 0.16 -6.16
H 2.72 -0.27 -2.92
H 4.03 -0.06 -1.60
H 4.16 -1.36 -2.84
H 2.91 3.02 -6.47
H 4.55 3.62 -6.16
H 3.23 4.41 -5.34
H 5.22 -0.53 -6.49
H 6.74 -0.40 -5.50
H 6.53 0.53 -7.07
C -0.22 1.31 -4.90
C -0.43 0.63 -3.60
O 0.21 0.83 -2.58
N -1.40 -0.38 -3.57
C -1.78 -1.06 -2.37
H 0.78 1.11 -5.32
H -0.31 2.37 -4.75
H -0.94 1.05 -5.70
H -1.73 -0.72 -4.45
H -2.86 -1.19 -2.39
H -1.59 -0.35 -1.57
H -1.25 -2.01 -2.29
C 0.54 -2.78 3.53
C 1.24 -4.07 3.22
O 2.24 -4.09 2.52
N 0.65 -5.23 3.67
C 1.28 -6.53 3.38
H 1.25 -1.97 3.40
H 0.18 -2.80 4.55
H -0.22 -2.68 2.73
H -0.14 -5.23 4.30
H 2.26 -6.49 3.81
H 1.31 -6.71 2.32
H 0.65 -7.24 3.86
C 0.35 -0.63 0.27
C -0.31 0.61 0.62
O 0.32 1.65 0.72
N -1.65 0.64 0.93
C -2.54 -0.45 1.29
H 1.07 -0.86 1.07
H 0.98 -0.43 -0.60
H -0.28 -1.48 0.09
H -1.94 1.59 1.10
H -2.72 -1.12 0.45
H -3.41 -0.05 1.80
H -2.04 -1.00 2.10
```

Results
- SMILES: COP(=O)(OC)OC.COP(=O)(OC)OC.COP(=O)(OC)OC.COP(=O)(OC)OC.C[N+](=O)[O-].C[N+](=O)[O-].C[N+](=O)[O-].C[N+](=O)[O-].CNC(C)=O.CNC(C)=O.CNC(C)=O
- E_LUMO: 0.1728 eV
- Spin multiplicity: 1
- Calculated total energy: -129911.688 eV
- Total charge: 0
- E_HOMO: -9.4150 eV

---

Record 4
C4H10N2 | wB97M-V/def2-TZVPD

```
16
C4H10N2 | OMol25 | wB97M-V/def2-TZVPD
C -1.16 0.82 0.77
C -0.72 0.73 -0.73
C -0.38 -0.74 -1.15
N 0.83 -1.16 -0.42
C 1.58 -0.14 0.28
N 1.68 -0.08 1.58
H -2.13 0.40 0.95
H -1.29 1.91 0.99
H -0.32 0.37 1.46
H -1.47 1.17 -1.43
H 0.20 1.39 -0.90
H -0.13 -0.91 -2.24
H -1.20 -1.36 -0.96
H 0.95 -1.96 0.16
H 2.19 0.56 -0.32
H 1.38 -0.98 1.97
```

Results
- SMILES: [H]/N=C\NCCC
- E_LUMO: 1.1253 eV
- Spin multiplicity: 1
- Calculated total energy: -7288.666 eV
- Total charge: 0
- ΔE to the lowest compared entry with this formula, charge and spin: 45.0 kcal per mole
- E_HOMO: -8.8777 eV

---

Record 5
C4H6NO | wB97M-V/def2-TZVPD

```
12
C4H6NO | OMol25 | wB97M-V/def2-TZVPD
C 0.45 1.25 0.02
C 1.64 0.67 -0.01
C -1.83 0.02 -0.02
C 0.34 -1.16 0.02
N -0.56 -0.04 0.01
O 1.65 -0.66 -0.01
H 0.04 2.23 0.00
H 2.61 1.15 -0.02
H -2.43 -0.87 -0.04
H -2.32 0.98 -0.01
H 0.22 -1.77 0.92
H 0.19 -1.80 -0.86
```

Results
- SMILES: C=[N+]1C=COC1
- E_LUMO: -5.0690 eV
- Spin multiplicity: 1
- Calculated total energy: -7773.719 eV
- Total charge: +1
- ΔE to the lowest compared entry with this formula, charge and spin: 27.2 kcal per mole
- E_HOMO: -14.3683 eV

---

Record 6
C31H32F8NO28 | wB97M-V/def2-TZVPD

```
100
C31H32F8NO28 | OMol25 | wB97M-V/def2-TZVPD
O 1.32 5.23 -0.46
C 1.26 4.40 -1.29
O 0.13 3.73 -1.58
C 0.29 2.37 -1.88
O 0.41 2.28 -3.29
O 0.69 0.92 -3.63
C 2.43 4.05 -2.18
C 3.46 3.25 -1.72
C 4.47 2.93 -2.60
N 4.44 3.42 -3.85
C 3.46 4.21 -4.31
C 2.42 4.55 -3.48
H 1.13 1.91 -1.37
H -0.61 1.85 -1.56
H 0.74 0.39 -2.82
H 3.42 2.91 -0.69
H 5.28 2.29 -2.29
H 5.19 3.16 -4.48
H 3.49 4.56 -5.33
H 1.60 5.15 -3.84
C -3.83 2.21 0.63
C -3.97 1.02 1.55
O -3.36 -0.02 0.79
C -2.43 0.56 0.00
O -1.57 -0.03 -0.58
O -2.61 1.90 -0.06
F -5.26 0.70 1.78
H -4.65 2.28 -0.08
H -3.74 3.16 1.16
H -3.45 1.12 2.51
C -6.76 6.35 3.02
C -5.63 6.48 2.03
O -5.46 5.14 1.59
C -6.68 4.52 1.71
O -6.95 3.49 1.19
O -7.51 5.26 2.48
F -4.48 6.90 2.61
H -6.40 6.09 4.02
H -7.38 7.24 3.09
H -5.85 7.12 1.18
C -0.38 8.81 1.59
C -1.86 8.94 1.32
O -2.38 9.24 2.60
C -1.39 9.88 3.30
O -1.55 10.49 4.29
O -0.19 9.72 2.67
F -2.39 7.77 0.88
H -0.12 7.80 1.91
H 0.24 9.09 0.74
H -2.13 9.74 0.62
C 0.91 3.40 3.70
C 1.92 4.47 3.35
O 2.77 3.78 2.43
C 2.02 2.83 1.84
O 2.34 2.26 0.84
O 0.87 2.63 2.49
F 2.64 4.86 4.42
H 1.25 2.77 4.52
H -0.08 3.80 3.94
H 1.50 5.35 2.86
C -1.78 -2.39 -2.64
C -0.64 -2.21 -3.61
O -0.43 -3.53 -4.08
C -1.63 -4.19 -3.99
O -1.86 -5.22 -4.51
O -2.49 -3.49 -3.21
F 0.49 -1.77 -2.99
H -1.43 -2.66 -1.65
H -2.41 -1.51 -2.56
H -0.86 -1.56 -4.46
C 0.56 -7.06 -1.13
C -0.90 -7.40 -1.05
O -1.40 -6.40 -0.17
C -0.60 -5.31 -0.31
O -0.87 -4.22 0.06
O 0.54 -5.64 -0.96
F -1.12 -8.62 -0.50
H 1.13 -7.52 -0.32
H 1.02 -7.33 -2.08
H -1.44 -7.34 -2.00
C 0.72 -9.61 3.68
C 1.80 -8.55 3.78
O 2.73 -8.99 2.81
C 2.04 -9.68 1.86
O 2.46 -9.97 0.79
O 0.81 -9.99 2.31
F 2.39 -8.53 4.99
H 0.95 -10.47 4.32
H -0.27 -9.23 3.92
H 1.46 -7.54 3.53
C 4.94 -8.34 -1.32
C 5.82 -7.12 -1.47
O 5.32 -6.53 -2.67
C 4.00 -6.88 -2.76
O 3.22 -6.37 -3.48
O 3.72 -7.90 -1.91
F 7.12 -7.44 -1.65
H 5.33 -9.19 -1.87
H 4.79 -8.62 -0.28
H 5.74 -6.39 -0.66
```

Results
- E_LUMO: -4.3422 eV
- Spin multiplicity: 1
- Calculated total energy: -113217.526 eV
- Total charge: +1
- E_HOMO: -12.6022 eV

---

> spin multiplicity of number 5 (C4H6NO)?

1